{"formula": "C62H77N7O20P2", "method": "ωB97M-V with the def2-TZVPD basis set", "smiles": "CCOCCCCC[PH](CCC(=O)O)(CC[C@@H](C)CCC=C(C)C)P(=O)(O)O.O=[N+]([O-])c1ccccc1.O=[N+]([O-])c1ccccc1.O=[N+]([O-])c1ccccc1.O=[N+]([O-])c1ccccc1.O=[N+]([O-])c1ccccc1.O=[N+]([O-])c1ccccc1.O=[N+]([O-])c1ccccc1", "gap_ev": 7.2, "e_tot_ev": -135481.870, "homo_ev": -7.812, "lumo_energy_ev": -0.64, "symbols": ["C", "C", "O", "C", "C", "C", "C", "C", "P", "C", "C", "C", "O", "O", "C", "C", "C", "C", "C", "C", "C", "C", "C", "C", "P", "O", "O", "O", "H", "H", "H", "H", "H", "H", "H", "H", "H", "H", "H", "H", "H", "H", "H", "H", "H", "H", "H", "H", "H", "H", "H", "H", "H", "H", "H", "H", "H", "H", "H", "H", "H", "H", "H", "H", "H", "H", "H", "H", "H", "H", "O", "N", "O", "C", "C", "C", "C", "C", "C", "H", "H", "H", "H", "H", "O", "N", "O", "C", "C", "C", "C", "C", "C", "H", "H", "H", "H", "H", "O", "N", "O", "C", "C", "C", "C", "C", "C", "H", "H", "H", "H", "H", "O", "N", "O", "C", "C", "C", "C", "C", "C", "H", "H", "H", "H", "H", "O", "N", "O", "C", "C", "C", "C", "C", "C", "H", "H", "H", "H", "H", "O", "N", "O", "C", "C", "C", "C", "C", "C", "H", "H", "H", "H", "H", "O", "N", "O", "C", "C", "C", "C", "C", "C", "H", "H", "H", "H", "H"], "coordinates": [[-1.400, 1.410, -5.097], [-2.621, 0.528, -5.048], [-2.495, -0.645, -5.857], [-2.833, -1.805, -5.093], [-2.789, -3.085, -5.892], [-1.487, -3.885, -5.675], [-1.655, -5.372, -5.298], [-0.314, -5.961, -4.852], [0.384, -5.481, -3.190], [1.528, -4.185, -4.051], [2.576, -3.521, -3.112], [2.423, -2.039, -3.294], [2.742, -1.498, -4.322], [1.810, -1.354, -2.264], [-0.318, -4.276, -1.970], [-1.825, -4.309, -1.743], [-2.264, -3.163, -0.797], [-3.803, -3.117, -0.818], [-1.823, -3.522, 0.618], [-1.733, -2.284, 1.551], [-0.322, -2.052, 1.951], [0.510, -1.193, 1.401], [1.977, -1.296, 1.677], [0.048, -0.091, 0.489], [-0.729, -7.244, -2.148], [-2.028, -7.577, -2.705], [-0.810, -7.005, -0.556], [0.248, -8.520, -2.308], [-1.383, 1.982, -4.172], [-0.487, 0.824, -5.154], [-1.406, 2.111, -5.925], [-2.781, 0.260, -4.007], [-3.507, 1.066, -5.385], [-2.115, -1.838, -4.274], [-3.809, -1.658, -4.640], [-2.834, -2.796, -6.937], [-3.646, -3.698, -5.635], [-1.010, -3.416, -4.824], [-0.876, -3.810, -6.566], [-1.946, -5.906, -6.201], [-2.475, -5.517, -4.603], [-0.388, -7.046, -4.842], [0.399, -5.699, -5.623], [1.604, -6.132, -2.800], [2.084, -4.687, -4.835], [0.947, -3.397, -4.510], [3.591, -3.785, -3.382], [2.419, -3.806, -2.072], [2.488, -0.949, -1.706], [-0.017, -3.270, -2.244], [0.187, -4.481, -1.030], [-2.391, -4.196, -2.654], [-2.135, -5.218, -1.238], [-1.837, -2.216, -1.115], [-4.197, -2.105, -0.787], [-4.204, -3.602, -1.699], [-4.215, -3.657, 0.025], [-0.843, -3.991, 0.623], [-2.491, -4.263, 1.040], [-2.297, -2.525, 2.447], [-2.150, -1.420, 1.048], [0.107, -2.647, 2.748], [2.235, -2.320, 1.921], [2.559, -1.035, 0.797], [2.290, -0.666, 2.508], [-0.590, -0.501, -0.285], [0.880, 0.389, -0.017], [-0.490, 0.660, 1.036], [0.060, -6.833, -0.172], [1.181, -8.274, -2.253], [1.024, 5.602, -5.761], [1.065, 4.525, -5.200], [0.616, 4.308, -4.091], [1.697, 3.401, -5.912], [2.238, 3.626, -7.163], [2.839, 2.569, -7.826], [2.885, 1.314, -7.233], [2.332, 1.104, -5.975], [1.733, 2.159, -5.306], [2.192, 4.606, -7.614], [3.270, 2.726, -8.805], [3.356, 0.490, -7.754], [2.364, 0.121, -5.523], [1.296, 2.010, -4.330], [1.565, -4.769, 3.825], [0.525, -5.151, 4.326], [-0.429, -5.566, 3.702], [0.415, -5.097, 5.795], [1.472, -4.593, 6.526], [1.355, -4.525, 7.905], [0.193, -4.963, 8.527], [-0.854, -5.474, 7.772], [-0.747, -5.544, 6.393], [2.371, -4.255, 6.032], [2.170, -4.128, 8.493], [0.103, -4.904, 9.603], [-1.757, -5.817, 8.258], [-1.556, -5.937, 5.796], [-1.759, -2.595, -9.106], [-2.070, -3.726, -9.413], [-1.879, -4.707, -8.720], [-2.724, -3.927, -10.719], [-2.922, -2.834, -11.539], [-3.519, -3.029, -12.774], [-3.909, -4.303, -13.165], [-3.707, -5.386, -12.320], [-3.109, -5.201, -11.085], [-2.615, -1.848, -11.224], [-3.678, -2.186, -13.432], [-4.371, -4.452, -14.132], [-4.014, -6.377, -12.625], [-2.946, -6.037, -10.421], [-3.187, 3.594, -2.898], [-3.881, 4.511, -3.293], [-5.094, 4.519, -3.270], [-3.196, 5.695, -3.841], [-1.816, 5.703, -3.905], [-1.178, 6.811, -4.438], [-1.925, 7.889, -4.893], [-3.311, 7.865, -4.812], [-3.957, 6.760, -4.282], [-1.237, 4.863, -3.549], [-0.099, 6.830, -4.499], [-1.425, 8.752, -5.314], [-3.891, 8.707, -5.163], [-5.034, 6.731, -4.216], [0.012, 6.003, 6.127], [-0.968, 5.734, 5.462], [-2.008, 6.358, 5.480], [-0.881, 4.559, 4.576], [0.281, 3.811, 4.576], [0.351, 2.695, 3.759], [-0.728, 2.349, 2.958], [-1.883, 3.120, 2.967], [-1.966, 4.236, 3.784], [1.115, 4.086, 5.204], [1.250, 2.093, 3.751], [-0.673, 1.477, 2.329], [-2.722, 2.848, 2.340], [-2.861, 4.840, 3.802], [2.532, 2.860, 7.451], [3.599, 3.231, 7.901], [4.605, 2.551, 7.934], [3.677, 4.600, 8.442], [2.537, 5.381, 8.449], [2.609, 6.661, 8.970], [3.811, 7.141, 9.474], [4.947, 6.341, 9.452], [4.885, 5.058, 8.933], [1.605, 5.005, 8.056], [1.725, 7.283, 8.987], [3.866, 8.138, 9.887], [5.882, 6.719, 9.843], [5.761, 4.428, 8.912], [5.016, 8.148, 12.385], [4.013, 7.535, 12.694], [2.918, 7.719, 12.204], [4.136, 6.490, 13.724], [5.365, 6.280, 14.319], [5.471, 5.308, 15.300], [4.357, 4.565, 15.668], [3.133, 4.788, 15.050], [3.017, 5.759, 14.070], [6.224, 6.863, 14.025], [6.423, 5.133, 15.781], [4.442, 3.810, 16.438], [2.267, 4.207, 15.335], [2.070, 5.942, 13.584]], "atomic_forces_ev_per_a": [[0.1, 0.1, 0.1], [-0.1, -0.2, -0.4], [0.0, -0.2, 0.2], [0.1, 0.6, 0.2], [0.6, -0.2, -0.2], [-0.8, -0.3, 0.5], [0.0, 0.7, -0.6], [-0.6, -0.6, 0.3], [0.7, 0.8, -0.7], [0.5, -0.1, 0.7], [-0.7, 0.0, 0.2], [0.6, 0.1, -0.5], [-0.2, -0.1, 0.8], [0.1, -0.1, 0.0], [-0.2, -0.1, -0.4], [0.1, 0.8, 0.6], [-0.5, -1.4, 0.0], [0.1, 0.4, -0.1], [0.6, 0.7, 0.3], [-0.1, -0.7, 0.4], [0.0, 0.0, 0.3], [0.4, 0.6, -0.4], [0.1, 0.0, 0.3], [0.4, -0.7, -0.6], [0.5, 0.3, -0.5], [-1.4, -0.2, -0.2], [0.3, 0.0, 0.5], [0.7, -0.1, 0.0], [0.1, 0.3, 0.0], [-0.1, -0.2, 0.0], [0.0, 0.0, -0.2], [-0.1, -0.3, 0.2], [-0.1, 0.1, 0.1], [0.1, -0.2, 0.4], [-0.4, 0.1, 0.0], [-0.4, -0.1, -0.2], [-0.2, -0.1, -0.1], [0.5, 0.2, 0.1], [0.4, 0.1, 0.1], [-0.1, -0.2, -0.1], [0.1, -0.1, 0.4], [-0.1, -0.2, 0.1], [0.4, 0.1, 0.1], [-0.1, -0.2, 0.1], [-0.1, -0.2, -0.3], [-0.2, 0.0, -0.3], [0.1, -0.1, -0.2], [0.0, 0.0, 0.1], [-0.1, 0.1, 0.0], [0.1, 0.2, -0.2], [0.2, -0.1, 0.2], [0.0, -0.2, -0.6], [-0.1, -0.2, -0.3], [0.1, 0.2, -0.1], [-0.1, 0.2, 0.0], [-0.1, 0.0, -0.4], [-0.1, -0.1, 0.2], [0.2, -0.1, -0.1], [-0.2, -0.2, 0.0], [-0.4, 0.4, 0.1], [-0.3, 0.2, 0.1], [-0.1, -0.7, -0.2], [0.1, -0.2, 0.2], [0.1, 0.2, -0.1], [0.2, 0.2, 0.0], [-0.2, 0.1, -0.2], [0.1, 0.1, 0.0], [-0.3, 0.1, -0.2], [-0.2, -0.1, 0.2], [0.0, -0.2, 0.0], [0.3, -0.2, -0.1], [0.2, -0.3, -0.2], [0.5, -0.1, 0.0], [0.0, 0.0, 0.1], [0.1, 0.1, -0.2], [0.0, -0.1, 0.0], [0.0, 0.0, 0.0], [0.0, -0.1, -0.2], [0.1, -0.1, 0.2], [0.0, 0.0, 0.1], [0.0, 0.0, 0.0], [0.0, 0.0, 0.0], [0.0, 0.2, 0.0], [0.0, 0.1, 0.0], [0.0, 0.0, -0.1], [0.0, 0.0, 0.1], [0.0, 0.0, -0.1], [0.0, 0.0, 0.0], [0.2, 0.1, 0.1], [-0.1, 0.0, 0.0], [0.0, 0.0, 0.0], [0.1, 0.0, 0.1], [-0.2, -0.1, 0.0], [0.0, 0.0, -0.1], [0.0, 0.0, 0.0], [0.0, 0.0, 0.0], [0.0, 0.0, 0.0], [0.0, 0.0, -0.1], [0.0, 0.0, 0.0], [0.0, 0.0, -0.1], [0.0, 0.0, 0.0], [0.0, 0.0, 0.0], [0.0, 0.2, -0.1], [0.0, -0.1, 0.0], [0.0, 0.0, 0.0], [0.0, 0.1, -0.1], [0.0, -0.2, 0.0], [0.0, 0.0, 0.1], [0.0, 0.0, 0.0], [0.0, 0.0, 0.0], [0.0, 0.0, 0.0], [0.0, 0.1, 0.1], [-0.1, -0.1, 0.0], [0.2, 0.1, 0.0], [-0.1, -0.1, 0.0], [0.0, 0.1, -0.1], [0.0, -0.1, 0.2], [-0.1, 0.3, 0.2], [-0.1, -0.1, 0.0], [0.1, 0.0, 0.0], [-0.2, 0.1, -0.1], [-0.3, 0.1, 0.0], [-0.3, 0.1, 0.1], [0.0, 0.0, 0.0], [0.0, 0.0, 0.0], [0.0, -0.1, 0.0], [0.0, 0.1, 0.1], [0.0, -0.1, -0.1], [0.0, 0.0, 0.0], [0.0, -0.1, 0.0], [0.2, 0.0, 0.1], [-0.1, 0.0, -0.1], [-0.1, 0.2, 0.2], [0.1, -0.1, 0.0], [-0.2, 0.0, -0.1], [-0.1, 0.0, 0.1], [0.0, 0.0, 0.0], [0.0, 0.1, 0.3], [0.0, 0.0, 0.0], [0.0, 0.1, 0.1], [0.0, 0.0, 0.0], [0.0, 0.1, 0.0], [0.0, 0.0, 0.0], [0.0, 0.0, 0.0], [-0.3, 0.1, 0.0], [0.1, 0.0, 0.0], [0.0, 0.0, -0.1], [-0.1, 0.0, 0.0], [0.2, 0.0, 0.1], [0.0, -0.1, 0.0], [0.0, 0.0, 0.0], [0.0, 0.0, 0.0], [0.0, 0.0, 0.0], [-0.1, -0.1, 0.0], [0.0, 0.0, 0.0], [0.0, 0.0, 0.0], [-0.1, 0.1, 0.1], [0.0, 0.0, 0.0], [0.2, 0.0, 0.1], [-0.1, -0.1, 0.0], [0.0, 0.0, 0.0], [0.1, 0.0, 0.0], [-0.2, -0.1, 0.0], [-0.1, 0.1, -0.1], [0.0, 0.0, 0.0], [0.0, 0.0, 0.0], [0.0, 0.0, 0.0], [0.0, 0.1, -0.1]], "lowdin_charge": [-0.07, -0.27, -0.14, -0.23, -0.14, -0.20, -0.22, -0.30, 0.81, -0.31, -0.15, -0.49, 0.11, 0.06, -0.29, -0.22, -0.35, -0.05, -0.17, -0.16, -0.10, -0.34, -0.05, -0.04, 0.34, -0.30, -0.17, -0.18, 0.06, 0.06, 0.08, 0.11, 0.12, 0.11, 0.12, 0.09, 0.11, 0.07, 0.10, 0.11, 0.10, 0.07, 0.08, 0.03, 0.08, 0.06, 0.12, 0.10, 0.11, 0.08, 0.08, 0.09, 0.09, 0.12, 0.08, 0.07, 0.08, 0.09, 0.11, 0.11, 0.10, 0.10, 0.07, 0.06, 0.08, 0.07, 0.08, 0.03, 0.07, 0.05, 0.06, -0.31, 0.06, -0.14, -0.01, -0.07, -0.06, -0.05, -0.02, 0.12, 0.11, 0.11, 0.08, 0.12, 0.06, -0.35, 0.08, -0.15, 0.00, -0.06, -0.07, -0.06, 0.00, 0.12, 0.11, 0.11, 0.11, 0.12, 0.09, -0.33, 0.08, -0.14, 0.00, -0.06, -0.07, -0.06, 0.00, 0.12, 0.11, 0.11, 0.11, 0.12, 0.06, -0.35, 0.08, -0.14, 0.00, -0.06, -0.06, -0.07, -0.01, 0.09, 0.08, 0.11, 0.10, 0.12, 0.06, -0.35, 0.08, -0.14, 0.00, -0.05, -0.06, -0.05, 0.00, 0.11, 0.11, 0.06, 0.11, 0.12, 0.06, -0.35, 0.07, -0.15, 0.00, -0.05, -0.08, -0.06, -0.01, 0.11, 0.12, 0.10, 0.11, 0.12, 0.07, -0.34, 0.07, -0.14, 0.00, -0.06, -0.07, -0.06, 0.00, 0.12, 0.11, 0.11, 0.11, 0.12]}

=====

{"formula": "C5H7NS", "method": "ωB97M-V with the def2-TZVPD basis set", "smiles": "S=CN1CC=CC1", "gap_ev": 8.8, "e_tot_ev": -17620.161, "relative_energy_kcal_mol": 80.35, "homo_ev": -8.146, "lumo_energy_ev": 0.68, "symbols": ["S", "C", "N", "C", "C", "C", "C", "H", "H", "H", "H", "H", "H", "H"], "coordinates": [[2.356, -0.214, 0.058], [1.077, 0.924, -0.153], [-0.196, 0.466, -0.113], [-0.172, -0.980, -0.013], [-1.648, -1.202, -0.051], [-2.515, -0.070, 0.114], [-1.522, 1.227, 0.080], [1.121, 2.079, -0.121], [-0.067, -1.308, 1.025], [0.477, -1.629, -0.713], [-2.121, -2.300, -0.201], [-3.645, -0.042, -0.109], [-1.977, 1.884, -0.809], [-1.422, 2.083, 0.925]], "atomic_forces_ev_per_a": [[-0.5, 2.6, -0.5], [0.0, 0.7, 1.3], [2.0, 1.3, -0.5], [-3.6, -1.3, 0.2], [-5.6, 0.0, -0.7], [3.4, -1.7, -1.0], [-1.3, 0.2, -0.7], [0.4, -1.9, -0.4], [1.5, 0.1, 0.1], [-1.3, 1.6, 0.9], [1.2, 2.7, 0.4], [2.1, 0.0, 0.8], [1.8, -1.5, 1.2], [-0.3, -2.7, -1.3]], "lowdin_charge": [0.55, -0.58, -0.20, -0.33, -0.11, -0.06, -0.12, 0.10, 0.12, 0.11, 0.14, 0.11, 0.13, 0.14]}